The following is a quantum chemistry calculation of C20H19F2N4O6Sc as an isolated structure, from the Open Molecules 2025 dataset.

Values from the calculation:
**Charge**: +2
**2S+1**: 1
**Gap between HOMO and LUMO**: 0.29313 hartree
**LUMO**: -6.3 eV
**Max |F|**: 2.67 eV Å⁻¹
**M**: 494.35 Da

Geometry as XYZ:
```
52
Properties=species:S:1:pos:R:3:forces:R:3:lowdin_charge:R:1
Sc 0.1645 0.1481 -0.2277 -1.760 -1.401 1.441 1.053
F -1.6516 2.1574 -5.9580 -0.033 -0.030 0.055 0.128
C -1.8994 1.4398 -4.8699 0.029 0.145 -0.243 -0.236
C -0.8349 0.9635 -4.1367 0.181 0.025 -0.137 0.099
C -1.1241 0.2256 -3.0177 0.200 -0.104 0.188 -0.207
C -2.4096 -0.0744 -2.5865 -0.140 -0.140 0.226 -0.020
C -3.4310 0.4513 -3.3852 -0.193 -0.056 0.035 -0.196
F -4.7040 0.2528 -3.0208 0.016 0.026 -0.004 0.102
C -3.2109 1.2018 -4.5134 -0.104 0.046 -0.054 0.111
C -2.7340 -0.8480 -1.3595 0.077 0.099 -0.051 -0.156
C -3.8342 -1.7016 -1.3587 -0.129 -0.087 -0.073 0.028
C -4.2646 -2.2828 -0.1840 -0.072 -0.053 -0.001 -0.002
C -3.5861 -1.9980 0.9941 -0.173 -0.103 0.006 -0.039
C -2.4652 -1.2124 0.9102 0.143 0.127 -0.060 -0.137
N -2.0078 -0.6683 -0.2326 -0.080 0.092 -0.018 0.043
H 0.1858 1.1678 -4.4251 -0.015 0.002 0.008 0.154
H -4.0375 1.5963 -5.0883 0.027 -0.012 0.013 0.153
H -4.3605 -1.8839 -2.2838 0.010 -0.019 0.062 0.135
H -5.1345 -2.9291 -0.1820 0.054 0.042 -0.012 0.131
H -3.9296 -2.3669 1.9522 0.020 0.012 -0.064 0.116
H -1.9016 -0.9667 1.7976 0.034 0.017 0.033 0.092
O 2.0644 -0.4288 0.1622 1.138 -0.067 0.208 -0.099
C 2.9660 0.4538 0.1677 -0.136 -0.034 0.057 -0.099
C 2.7757 1.8449 0.3710 0.129 -0.129 -0.075 -0.109
C 3.9251 2.6563 0.2504 0.067 -0.256 -0.058 0.078
C 3.8092 3.9953 0.4189 0.061 0.301 -0.127 -0.114
C 2.5809 4.5910 0.7179 -0.043 0.092 0.011 0.069
C 1.4528 3.8187 0.8585 -0.083 0.268 0.110 0.042
C 1.5162 2.4371 0.6936 -0.183 -0.290 0.079 -0.287
O 0.4301 1.6949 0.8472 0.531 0.956 0.470 -0.120
N 5.0127 4.8441 0.2823 0.105 0.017 0.536 -0.348
O 4.8686 6.0310 0.4661 -0.091 -0.003 -0.181 0.114
O 6.0630 4.2800 0.0680 -0.064 -0.054 -0.193 0.104
H 3.9916 0.1154 0.0133 0.090 -0.040 -0.003 0.156
H 4.8912 2.2273 0.0136 -0.023 0.006 0.003 0.142
H 2.5413 5.6652 0.8385 -0.001 0.003 -0.002 0.139
H 0.4966 4.2633 1.0989 0.028 0.011 -0.003 0.138
N -0.0178 -4.3131 3.9262 0.023 0.112 -0.060 0.204
C 1.1039 -3.7182 3.0874 -0.005 -0.039 0.105 -0.102
C 0.6099 -2.8437 1.9302 -0.054 0.084 0.073 -0.224
N 0.4992 -1.4014 2.1725 -0.029 -0.232 -0.046 0.001
H 0.3491 -4.9626 4.6261 0.063 -0.015 0.024 0.181
H -0.6764 -4.8363 3.3466 -0.027 -0.039 -0.046 0.174
H -0.5472 -3.6015 4.4320 -0.028 0.048 0.011 0.173
H 1.6724 -4.5699 2.7244 -0.003 -0.054 -0.050 0.139
H 1.7288 -3.1560 3.7771 0.069 0.009 0.016 0.140
H -0.3460 -3.2194 1.5504 -0.007 -0.025 0.022 0.117
H 1.3292 -2.9801 1.1239 0.004 0.042 -0.064 0.128
H 1.4246 -1.0108 2.3077 0.005 0.094 -0.023 0.085
H -0.0387 -1.1713 3.0015 -0.086 -0.007 -0.028 0.093
O -0.0563 -0.2643 -2.2674 0.135 0.119 -0.467 -0.123
O 0.7505 0.8866 -1.8310 0.325 0.494 -1.650 -0.145
```
Positions in Å, forces in eV/Å.

The following is a quantum chemistry calculation of C20H19F3HoN3O7S as an isolated structure, from the Open Molecules 2025 dataset.

Values from the calculation:
**Charge**: -2
**2S+1**: 5
**Gap between HOMO and LUMO**: 0.12900 hartree
**LUMO**: 4.1 eV
**ΔE to the lowest compared entry with this formula, charge and spin**: 294.6 kJ/mol
**Max |F|**: 5.65 eV Å⁻¹
**M**: 667.38 Da

Geometry as XYZ:
```
54
Properties=species:S:1:pos:R:3:forces:R:3:lowdin_charge:R:1
Ho 0.1169 -0.2480 0.1475 -1.946 -0.881 0.804 1.595
O 0.5044 0.2887 -2.0188 0.813 0.295 -1.374 -0.229
C 1.7494 -0.0901 -2.6765 -0.696 1.439 0.931 -0.162
C 2.8792 0.1461 -1.7045 -0.247 -1.333 0.732 -0.174
N 2.5556 -0.4161 -0.3690 1.220 0.206 0.400 -0.226
C 2.9428 -1.8632 -0.2802 -0.417 0.159 -0.159 -0.077
C 1.7382 -2.8362 -0.2357 0.401 -2.453 -0.171 -0.631
O 2.0148 -4.0599 -0.2031 -0.046 2.078 -0.077 -0.014
O 0.5672 -2.3438 -0.2318 0.357 0.244 -0.261 -0.147
C 3.2231 0.4896 0.6272 -0.607 0.875 0.543 -0.079
C 2.3079 1.8250 0.8942 0.690 0.329 0.339 -0.588
O 2.8029 2.9139 1.2347 -0.149 -1.838 -0.679 -0.012
O 1.0429 1.5907 0.7991 0.854 0.559 -0.127 -0.191
H -0.0949 0.9772 -2.4891 0.356 -0.767 0.094 0.058
H 1.6536 -1.1181 -2.9568 0.048 -0.645 -0.323 0.118
H 1.9931 0.5585 -3.5157 -0.517 -0.117 -0.486 0.119
H 3.7828 -0.3553 -2.0785 0.071 0.238 -0.103 0.122
H 3.0964 1.1864 -1.5488 -0.148 0.604 -0.287 0.117
H 3.5769 -2.1631 -1.1425 -0.247 0.184 0.556 0.123
H 3.4673 -2.0785 0.6476 0.244 0.258 0.035 0.124
H 3.3065 0.0453 1.6378 -0.226 -0.158 -0.568 0.100
H 4.2469 0.7456 0.2912 -0.432 0.131 0.145 0.117
S -4.4818 1.7977 -1.0398 1.103 -0.166 -0.372 0.905
C -4.6579 0.3164 -0.2360 -0.389 -1.096 0.184 -0.490
C -3.5158 -0.4052 -0.1207 1.362 -0.110 0.622 -0.221
C -2.3082 0.2265 -0.6479 -0.558 0.999 -0.609 -0.182
C -2.7201 1.3917 -1.2538 -0.476 0.727 0.478 -0.515
C -1.9625 2.5142 -1.8070 1.041 -0.655 -0.599 -0.292
C -2.1017 3.8195 -1.2770 0.747 0.110 -1.075 -0.020
C -1.3888 4.8595 -1.8866 -1.182 -1.669 0.350 -0.065
C -0.6235 4.5736 -3.0003 0.363 1.342 -0.744 -0.119
C -0.4350 3.2860 -3.3976 -0.619 -1.627 0.312 -0.131
N -1.0756 2.2185 -2.8183 0.178 2.142 0.309 0.083
H -5.6422 -0.0511 0.0085 -0.082 0.049 0.162 0.048
H -3.3789 -1.3517 0.4123 -0.760 0.129 -0.362 0.053
H -2.7641 3.9110 -0.4295 0.117 0.321 0.047 0.093
H -1.4725 5.8619 -1.5677 -0.148 0.935 0.496 0.086
H -0.2290 5.4028 -3.6122 0.123 -0.545 0.516 0.101
H 0.2418 3.0864 -4.2318 -0.231 -0.252 0.227 0.105
F -2.1615 -3.7552 0.1011 0.853 -1.478 -0.116 -0.074
C -3.4904 -4.0497 -0.0858 -2.819 4.781 1.038 -0.630
F -3.8500 -5.1559 0.6247 1.044 -2.000 -0.013 -0.070
F -3.6311 -4.3383 -1.4217 0.695 -1.422 -0.835 -0.076
O 2.7547 -0.8967 3.8737 -1.466 -0.573 -0.072 -0.007
C 1.5679 -1.1975 3.6921 0.395 0.098 -0.298 -0.459
C 0.6116 -1.7874 4.8006 -0.077 0.557 -0.006 -0.089
C -0.7500 -1.9289 4.0744 1.505 -1.878 -0.719 -0.086
C -0.4498 -1.2854 2.7245 -0.083 0.182 0.012 -0.485
O -1.3451 -0.9835 1.9070 0.993 -0.078 0.363 -0.075
N 0.8771 -1.0209 2.5010 -0.795 -0.219 1.100 0.086
H 0.4938 -1.0038 5.5867 0.446 -0.662 -0.340 0.111
H 1.0332 -2.7262 5.2388 -0.344 0.868 -0.368 0.114
H -1.5935 -1.5120 4.5626 -0.668 0.712 0.397 0.094
H -1.0247 -3.0110 3.8975 0.355 1.071 -0.052 0.142
```
Positions in Å, forces in eV/Å.

The following is a quantum chemistry calculation of a 2-piece molecular cluster, C20H19F4SSi overall, from the Open Molecules 2025 dataset.

Values from the calculation:
**Charge**: +1
**2S+1**: 1
**Gap between HOMO and LUMO**: 0.17420 hartree
**LUMO**: -6.7 eV
**Max |F|**: 1.22 eV Å⁻¹
**M**: 395.52 Da

Geometry as XYZ:
```
45
Properties=species:S:1:pos:R:3:forces:R:3:lowdin_charge:R:1
F 3.9141 -2.1031 4.0008 -0.307 1.090 -0.461 0.106
C 3.5565 -0.9184 3.4543 -0.011 -0.297 -0.317 -0.211
C 3.3838 0.1917 4.2603 0.048 0.122 0.812 0.140
C 3.0156 1.4056 3.7099 -0.012 0.201 0.123 -0.214
F 2.8579 2.4884 4.5040 0.132 -0.963 -0.671 0.104
C 2.8165 1.5052 2.3550 -0.196 0.753 -0.182 0.086
C 2.9795 0.3992 1.4983 0.144 -0.166 0.603 -0.169
C 2.7540 0.6177 0.1182 0.038 -0.344 0.022 0.154
C 2.8388 -0.2171 -1.0217 0.040 -0.394 -0.411 -0.168
C 2.5817 0.3802 -2.2712 -0.197 0.769 -0.180 0.089
C 2.6445 -0.3354 -3.4415 -0.012 0.132 -0.215 -0.211
F 2.4037 0.2710 -4.6259 0.199 -0.567 1.044 0.105
C 2.9649 -1.6800 -3.4049 -0.030 -0.241 -0.788 0.142
C 3.2210 -2.3061 -2.1989 0.062 -0.105 0.447 -0.210
F 3.5340 -3.6219 -2.1721 -0.297 1.187 -0.061 0.106
C 3.1580 -1.5887 -1.0282 0.171 -0.668 0.311 0.084
C 3.3611 -0.8165 2.0977 0.191 -0.708 -0.019 0.084
H 3.5356 0.1108 5.3206 0.061 -0.021 0.350 0.152
H 2.5394 2.4629 1.9539 -0.122 0.271 -0.144 0.142
H 2.4650 1.6305 -0.1132 -0.073 0.268 -0.064 0.137
H 2.3357 1.4246 -2.3297 -0.096 0.312 0.009 0.142
H 3.0129 -2.2418 -4.3191 0.020 -0.183 -0.305 0.153
H 3.3550 -2.1310 -0.1305 0.060 -0.193 0.193 0.108
H 3.5233 -1.7046 1.5289 0.048 -0.263 -0.091 0.108
C -5.3494 1.5638 0.1854 0.510 -0.276 -0.064 -0.171
Si -4.2320 0.5204 -0.8977 -0.875 0.129 -0.572 0.453
C -5.0900 -1.0757 -1.3710 0.251 0.347 0.140 -0.175
C -3.7354 1.4687 -2.4342 -0.042 -0.192 0.352 -0.178
C -2.6797 0.0715 0.0074 0.374 -0.288 -0.528 -0.574
C -2.3092 0.4037 1.2635 0.454 -0.029 0.580 -0.185
C -1.0452 -0.1385 1.6488 -0.240 0.404 0.479 -0.199
C -0.4665 -0.8745 0.6797 -0.124 0.043 -0.577 -0.444
S -1.4523 -0.9089 -0.7400 0.050 0.066 0.461 0.973
H -6.2633 1.8297 -0.3397 -0.071 0.006 -0.078 0.037
H -5.6125 1.0105 1.0827 -0.119 0.004 0.179 0.034
H -4.8353 2.4768 0.4731 -0.029 0.200 0.112 0.032
H -6.0121 -0.8770 -1.9120 -0.094 -0.030 -0.069 0.036
H -4.4299 -1.6669 -2.0014 -0.008 -0.184 -0.101 0.026
H -5.3207 -1.6456 -0.4737 -0.068 -0.143 0.037 0.036
H -4.6095 1.7566 -3.0135 -0.050 0.043 -0.102 0.035
H -3.1876 2.3640 -2.1490 0.069 0.143 -0.073 0.032
H -3.0918 0.8452 -3.0504 0.092 0.002 -0.186 0.024
H -2.9094 1.0143 1.9197 -0.097 0.036 0.040 0.106
H -0.5985 0.0156 2.6187 0.016 -0.003 0.132 0.098
H 0.4777 -1.3771 0.7590 0.140 -0.271 -0.167 0.045
```
Positions in Å, forces in eV/Å.